(1)
One molecule with the formula C6H6O, computed with wB97M-V/def2-TZVPD.

Geometry as XYZ:
```
13
Properties=species:S:1:pos:R:3:forces:R:3
O 0.0726 0.8321 1.7643 -0.19 0.18 0.14
C -0.3857 -0.4259 0.9927 -0.24 -0.30 0.09
C -0.9808 0.5925 -0.0347 -0.04 -0.13 -0.32
C -0.8162 -0.1625 -1.3520 0.02 -0.09 -0.15
C 0.3360 -0.8376 -1.2617 -0.02 0.01 -0.01
C 0.8773 -0.4858 0.1300 0.13 -0.09 -0.01
C 0.4971 0.9887 0.2877 0.13 0.31 -0.21
H -0.8461 -1.1893 1.6251 0.03 0.12 -0.14
H -0.8592 1.3017 1.5391 0.40 -0.03 0.45
H -1.5085 -0.1391 -2.1869 0.15 -0.04 0.12
H 0.8210 -1.4920 -1.9788 -0.08 0.10 0.11
H 1.8281 -0.9110 0.4697 -0.16 0.09 -0.03
H 1.0763 1.8931 0.0852 -0.12 -0.13 -0.01
```
Positions in Å, forces in eV/Å.

The value obtained for the max |F| is 0.599 eV Å⁻¹. Its gap between HOMO and LUMO is 8.834 eV. For the energy, the calculation gives -307.20406 Ha. The value obtained for the LUMO energy is 1.0 eV. Its relative energy (zero: lowest compared OMol25 entry of this formula, charge and spin) is 162.8 kcal per mole.



(2)
C18H15As4CuF24N3O6 as an isolated structure at a distorted geometry, computed with wB97M-V/def2-TZVPD.

Geometry as XYZ:
```
71
Properties=species:S:1:pos:R:3:forces:R:3
Cu -0.9736 0.0367 -0.3028 0.01 0.24 -0.06
As 2.3933 0.0621 -2.2566 -0.03 0.64 -0.69
F 1.9813 1.5542 -2.9848 -0.19 -0.18 -0.10
F 1.2378 0.3638 -0.9507 0.74 -0.23 0.05
F 3.0350 -1.3797 -1.5043 -0.42 -0.45 0.38
F 3.4330 -0.3083 -3.6229 0.12 0.02 0.05
F 3.7005 0.8985 -1.4550 -0.06 -0.03 0.32
F 1.1182 -0.8187 -3.0257 0.18 -0.23 0.05
As -0.4765 3.8652 -0.6085 -0.76 0.43 -0.18
F 0.3242 3.6043 -2.0891 0.11 0.06 -0.20
F -0.8920 2.1174 -0.5977 0.23 0.68 0.44
F -1.2494 4.1439 0.9088 0.07 -0.34 0.16
F -0.1581 5.5869 -0.7103 0.28 0.18 -0.03
F -2.0014 4.1656 -1.3822 0.16 -0.18 -0.12
F 1.0395 3.6717 0.2492 -0.12 -0.34 0.00
As -3.6649 1.0050 2.2006 -0.25 1.01 1.17
F -2.0944 0.3444 1.7617 -0.08 -0.33 -0.27
F -3.3803 0.4460 3.8424 0.09 -0.05 -0.02
F -5.1653 1.7566 2.7725 0.02 -0.52 -0.39
F -3.9329 1.5046 0.5831 -0.12 -0.14 -0.16
F -4.4897 -0.4906 1.9096 0.07 -0.06 -0.17
F -2.9101 2.5080 2.5894 0.12 -0.15 -0.05
As -1.8628 1.1595 -4.7600 0.39 0.08 0.63
F -1.4875 0.4854 -3.1821 -0.34 0.09 -0.28
F -2.6768 2.5245 -4.0798 -0.20 -0.17 0.04
F -2.2717 1.7389 -6.3664 0.07 0.01 -0.06
F -1.0561 -0.1995 -5.5128 -0.17 -0.04 -0.01
F -3.3656 0.2609 -4.7378 -0.13 -0.19 -0.10
F -0.3954 2.0507 -4.7166 0.08 -0.05 -0.44
C -3.8853 -3.2816 -5.5725 -0.29 0.57 0.72
C -4.9605 -2.6972 -4.8876 0.74 -0.87 -0.92
C -4.7942 -2.2757 -3.5874 -0.54 0.09 0.56
C -3.5445 -2.3342 -2.9913 -0.99 -0.79 -0.78
C -2.4734 -2.8686 -3.6786 0.63 -0.65 0.79
C -2.6617 -3.4246 -4.9289 -0.23 0.64 -1.04
N -3.4568 -1.9863 -1.5732 0.98 1.00 -0.52
O -4.4383 -2.0027 -0.8741 -0.14 -0.24 -0.04
O -2.3383 -1.6368 -1.2331 0.17 -0.17 0.62
H -4.0616 -3.5395 -6.6089 0.30 -0.32 0.02
H -5.8709 -2.7195 -5.4741 -0.39 0.53 0.61
H -5.6179 -1.9515 -2.9640 -0.03 0.20 -0.20
H -1.5137 -2.9986 -3.1941 -0.01 0.39 0.03
H -1.8298 -3.8342 -5.4872 0.11 -0.05 0.23
C 4.7769 -2.2338 2.8654 0.19 -0.62 -0.52
C 3.8503 -1.8936 3.8398 0.31 -0.07 0.14
C 2.5113 -1.8407 3.5059 -0.46 -0.10 -0.24
C 2.1161 -2.1803 2.2208 0.34 0.51 0.23
C 3.0091 -2.6280 1.2716 -0.24 -0.40 0.22
C 4.3487 -2.6607 1.6179 -0.24 0.03 -0.44
N 0.7088 -1.9591 1.8768 -0.57 -0.24 -0.41
O -0.1109 -2.0117 2.7716 0.10 0.07 0.21
O 0.4444 -1.7496 0.7078 0.19 -0.16 0.13
H 5.8491 -2.2766 3.0181 -0.08 0.17 0.49
H 4.1886 -1.7227 4.8532 -0.12 0.33 -0.01
H 1.7112 -1.5537 4.1720 0.24 0.04 0.26
H 2.6555 -3.0449 0.3455 -0.02 0.43 -0.38
H 5.0306 -3.0234 0.8595 0.22 0.13 0.15
C 4.1393 1.7161 5.1854 0.30 0.26 -0.12
C 2.9629 1.0814 5.5421 -0.18 0.25 0.94
C 1.8154 1.1740 4.7745 0.37 -0.50 -0.76
C 1.9317 1.8391 3.5653 -0.02 -0.18 0.18
C 3.0996 2.4444 3.1717 0.49 1.08 -0.35
C 4.2196 2.4261 3.9925 -0.59 -0.24 0.53
N 0.7542 1.9482 2.6938 0.61 -0.55 -0.16
O -0.1237 2.6521 3.0911 -0.71 0.49 0.27
O 0.7956 1.3020 1.6698 -0.04 -0.25 0.06
H 4.9778 1.7021 5.8730 0.01 -0.04 -0.04
H 2.9156 0.6472 6.5367 -0.05 -0.33 -0.19
H 0.9175 0.6099 4.9901 -0.16 0.34 0.26
H 3.1176 3.0802 2.2938 -0.18 -0.34 -0.25
H 5.0758 3.0494 3.7779 0.13 -0.21 -0.24
```
Positions in Å, forces in eV/Å.

The value obtained for the max |F| is 1.571 eV Å⁻¹. Its gap between HOMO and LUMO is 6.751 eV. For the energy, the calculation gives -14291.28899 Ha. The value obtained for the LUMO energy is 5.2 eV. Its relative energy (zero: lowest compared OMol25 entry of this formula, charge and spin) is 1.8 kcal per mole. As for the charge: -3.



(3)
C33H32BrF6N5NaO8PS4 as an isolated structure, computed with wB97M-V/def2-TZVPD.

Geometry as XYZ:
```
91
Properties=species:S:1:pos:R:3:forces:R:3
Na 0.2182 0.3737 -0.8554 -0.54 -0.02 -0.16
C -1.6404 3.8591 5.7347 0.00 0.00 -0.01
C -1.8362 3.6456 4.2562 0.03 0.02 -0.01
C -3.0366 3.1589 3.7558 0.00 -0.02 0.01
C -3.2170 2.9663 2.3910 -0.05 0.00 0.01
C -2.1890 3.2530 1.5056 0.10 0.02 0.00
C -0.9775 3.7312 1.9949 -0.08 -0.06 0.04
C -0.8086 3.9253 3.3558 -0.05 0.06 0.00
S -2.4114 2.9760 -0.2571 -0.05 0.13 -0.04
O -3.8048 3.3681 -0.4624 -0.01 -0.01 -0.02
O -1.4180 3.8280 -0.8955 -0.12 -0.15 0.01
N -2.0989 1.4891 -0.5400 0.25 0.03 0.09
C -3.0904 0.5384 -0.0524 0.01 -0.05 0.08
C -2.7317 -0.8835 -0.5072 0.14 0.08 0.10
O -3.6530 -1.6132 -0.9561 -0.02 -0.09 0.02
O -1.5227 -1.2058 -0.4151 0.10 0.12 -0.02
H -2.5649 3.6747 6.2842 0.01 0.00 -0.01
H -1.3169 4.8799 5.9499 0.00 0.00 0.00
H -0.8764 3.1882 6.1364 0.03 -0.03 0.01
H -3.8485 2.9326 4.4403 0.00 0.00 0.00
H -4.1672 2.6230 2.0028 0.01 0.00 0.00
H -0.1850 3.9557 1.2982 0.08 0.01 -0.04
H 0.1384 4.3081 3.7246 0.00 0.00 -0.01
H -4.0994 0.7760 -0.3969 0.00 0.00 0.05
H -3.1259 0.5001 1.0505 0.02 0.01 0.01
F 4.1254 -0.0206 1.1817 -0.09 0.02 0.11
C 4.7989 -0.0601 0.0287 0.01 0.03 -0.01
F 4.9246 -1.3381 -0.3320 -0.01 -0.09 -0.06
F 6.0213 0.4279 0.2546 0.08 0.07 -0.03
S 3.9200 0.8829 -1.2899 -0.13 -0.17 -0.12
O 2.6683 0.1824 -1.4370 0.02 0.08 0.11
O 4.8384 0.8560 -2.3881 0.05 0.01 0.04
N 3.8393 2.3075 -0.6460 -0.06 0.18 -0.01
S 2.5160 3.0243 -0.1602 0.14 0.10 -0.03
O 1.4708 2.1346 0.2661 -0.12 -0.07 -0.06
O 2.8612 4.1196 0.6954 0.08 -0.02 0.02
C 1.8833 3.8374 -1.7099 -0.19 0.01 0.11
F 1.2166 2.9514 -2.4452 0.12 0.02 -0.04
F 1.0777 4.8527 -1.4093 0.31 -0.16 -0.04
F 2.9090 4.3099 -2.4357 -0.12 0.01 0.05
C -0.8491 -3.4453 -2.4209 0.00 0.00 -0.01
P 0.5490 -2.6887 -1.5083 0.06 0.06 0.05
C 1.9524 -3.6253 -2.2696 0.01 -0.02 -0.02
C 2.9521 -2.8897 -2.9012 -0.01 -0.02 0.00
C 4.0348 -3.5257 -3.5007 0.00 0.00 0.00
C 4.1291 -4.9080 -3.4744 0.00 0.00 -0.01
C 3.1370 -5.6554 -2.8473 -0.01 0.00 0.00
C 2.0611 -5.0169 -2.2517 0.01 0.00 0.00
C 0.4685 -3.5662 0.1021 0.00 -0.04 -0.01
C -0.7489 -3.9152 0.6849 0.01 0.01 0.02
C -0.7845 -4.4873 1.9489 -0.01 0.01 0.00
C 0.3875 -4.7050 2.6590 0.00 -0.01 0.00
C 1.6044 -4.3466 2.0941 0.00 0.00 -0.01
C 1.6416 -3.7848 0.8265 -0.02 0.01 0.00
H -1.7743 -3.0504 -1.9996 0.00 -0.01 -0.01
H -0.8390 -4.5364 -2.3651 0.00 0.00 0.00
H -0.7745 -3.1217 -3.4598 -0.01 0.00 0.01
H 2.8830 -1.8084 -2.9085 0.00 0.00 0.00
H 4.8063 -2.9338 -3.9783 0.00 0.00 0.00
H 4.9745 -5.4058 -3.9356 0.00 0.00 0.00
H 3.2089 -6.7370 -2.8192 0.00 0.00 0.00
H 1.2991 -5.6017 -1.7476 0.00 0.00 0.00
H -1.6730 -3.6896 0.1686 0.00 0.00 0.00
H -1.7413 -4.7350 2.3928 0.00 0.00 0.00
H 0.3526 -5.1365 3.6529 0.00 0.00 0.00
H 2.5271 -4.4988 2.6427 0.00 0.00 0.00
H 2.5977 -3.5061 0.3944 0.00 0.00 0.00
Br -2.5609 -1.4388 3.4625 -0.03 -0.01 -0.01
C -0.8618 -0.5778 3.3398 0.07 0.05 0.00
C -0.5689 0.4323 4.2451 -0.03 -0.05 0.00
C 0.6771 1.0258 4.1404 -0.02 -0.03 0.03
C 1.5496 0.6014 3.1520 -0.02 0.08 -0.10
C 1.1289 -0.4024 2.2963 0.01 -0.07 -0.01
N -0.0588 -0.9976 2.3963 -0.03 -0.04 0.08
H -1.2948 0.7414 4.9829 0.00 0.01 -0.02
H 0.9539 1.8264 4.8140 0.00 0.03 0.01
H 2.5153 1.0652 3.0089 0.00 0.00 0.01
H 1.7644 -0.7481 1.4891 0.02 -0.04 0.00
C -1.6136 3.0125 -4.2925 -0.01 -0.04 0.01
N -2.4741 1.9313 -3.8619 0.02 0.08 0.01
C -3.7581 2.0952 -3.3659 -0.04 -0.01 -0.07
C -4.1819 0.8881 -2.9540 0.04 -0.04 -0.15
N -3.1577 -0.0037 -3.2081 0.12 0.19 -0.09
C -2.0853 0.6410 -3.7254 -0.14 -0.06 0.08
S -0.5846 -0.0279 -4.1158 0.16 -0.05 0.00
H -2.0978 3.5728 -5.0950 0.00 0.01 0.02
H -0.6887 2.5718 -4.6590 -0.02 0.01 0.02
H -1.3985 3.6633 -3.4456 0.00 0.03 0.05
H -4.2104 3.0660 -3.2822 -0.01 -0.01 0.02
H -5.0806 0.5813 -2.4534 0.01 0.00 -0.02
H -3.1024 -0.9145 -2.7638 -0.11 -0.08 -0.05
```
Positions in Å, forces in eV/Å.

The value obtained for the max |F| is 0.567 eV Å⁻¹. Its gap between HOMO and LUMO is 6.213 eV. For the energy, the calculation gives -7422.26927 Ha. The value obtained for the LUMO energy is 3.7 eV. Its relative energy (zero: lowest compared OMol25 entry of this formula, charge and spin) is 14.6 kcal per mole. As for the charge: -2.



(4)
A 2-piece molecular cluster, CHClF2OS2 overall at a distorted geometry, computed with wB97M-V/def2-TZVPD.

Geometry as XYZ:
```
8
Properties=species:S:1:pos:R:3:forces:R:3
C 1.2282 -1.0256 -0.4772 -0.38 -1.74 0.70
O -2.0876 -0.1973 1.0931 -0.36 0.36 0.16
F 1.9953 -0.6366 0.4704 0.62 0.19 0.19
F 0.7637 -2.2177 -0.0460 0.49 1.22 -0.80
S -1.1631 0.9830 -1.4207 2.99 -0.75 -0.12
S -0.8661 0.3045 0.5202 0.35 0.67 -0.03
Cl -0.2574 2.2012 1.3946 -0.41 -0.68 -0.07
H 0.3869 0.5886 -1.5344 -3.30 0.73 -0.04
```
Positions in Å, forces in eV/Å.

The value obtained for the max |F| is 3.377 eV Å⁻¹. Its gap between HOMO and LUMO is 8.946 eV. For the energy, the calculation gives -1570.10639 Ha. The value obtained for the LUMO energy is -1.2 eV. Its relative energy (zero: lowest compared OMol25 entry of this formula, charge and spin) is 69.2 kcal per mole.